# 1
{"formula": "C24H18Br2Li", "method": "ωB97M-V with the def2-TZVPD basis set", "symbols": ["Br", "C", "C", "C", "C", "C", "C", "C", "C", "C", "C", "C", "Br", "C", "C", "C", "C", "H", "H", "H", "H", "H", "H", "H", "H", "H", "H", "H", "C", "Li", "C", "C", "C", "C", "C", "C", "C", "C", "H", "H", "H", "H", "H", "H", "H"], "xyz": [[-6.882, 2.917, 1.621], [-5.239, 2.038, 1.622], [-5.158, 0.629, 1.613], [-3.931, -0.015, 1.626], [-2.714, 0.734, 1.624], [-1.468, 0.041, 1.618], [-0.248, 0.722, 1.586], [0.978, 0.056, 1.572], [2.220, 0.752, 1.571], [3.434, 0.000, 1.576], [4.664, 0.641, 1.588], [4.755, 2.045, 1.589], [6.410, 2.890, 1.567], [3.565, 2.802, 1.597], [2.319, 2.177, 1.589], [-2.811, 2.156, 1.596], [-4.048, 2.782, 1.591], [-6.093, 0.048, 1.580], [-3.872, -1.104, 1.620], [-1.480, -1.041, 1.653], [-0.251, 1.807, 1.560], [0.998, -1.030, 1.583], [3.374, -1.089, 1.582], [5.596, 0.057, 1.592], [3.634, 3.897, 1.609], [1.417, 2.793, 1.610], [-1.909, 2.775, 1.576], [-4.113, 3.882, 1.555], [-0.308, -0.683, -3.911], [1.310, -1.004, -2.057], [-1.142, -0.187, -2.935], [-1.236, -1.173, -1.901], [-0.438, -2.295, -2.233], [0.219, -1.986, -3.612], [1.534, -2.465, -3.829], [2.144, -3.367, -2.913], [1.562, -3.642, -1.685], [0.332, -3.037, -1.303], [-0.459, -0.443, -4.963], [-1.833, 0.675, -2.998], [-1.957, -1.125, -1.088], [2.097, -2.166, -4.724], [3.059, -3.896, -3.194], [2.027, -4.372, -1.021], [-0.057, -3.196, -0.301]], "lowdin_charge": [0.68, -0.77, -0.16, -0.06, -0.25, -0.13, -0.12, -0.13, -0.27, -0.07, -0.16, -0.78, 0.68, -0.15, -0.05, -0.05, -0.16, 0.09, 0.10, 0.09, 0.07, 0.09, 0.10, 0.09, 0.09, 0.09, 0.09, 0.09, -0.19, 0.73, -0.13, -0.12, -0.24, -0.24, -0.13, -0.16, -0.15, -0.11, 0.09, 0.11, 0.09, 0.10, 0.09, 0.09, 0.10], "lumo_ev": 2.16, "total_charge": -1, "homo_energy_ha": -0.0961, "gap_ev": 4.775}

---

# 2
{"formula": "C41H47F5N4O10PS", "method": "ωB97M-V with the def2-TZVPD basis set", "symbols": ["C", "C", "C", "C", "C", "C", "C", "C", "C", "N", "C", "N", "C", "C", "N", "P", "O", "O", "S", "N", "C", "C", "C", "C", "F", "F", "C", "F", "F", "F", "H", "H", "H", "H", "H", "H", "H", "H", "H", "H", "H", "H", "H", "H", "H", "H", "H", "H", "H", "H", "H", "H", "H", "H", "H", "H", "H", "H", "H", "H", "H", "C", "C", "C", "O", "C", "C", "C", "O", "H", "H", "H", "H", "C", "C", "C", "O", "C", "C", "C", "O", "H", "H", "H", "H", "C", "C", "C", "O", "C", "C", "C", "O", "H", "H", "H", "H", "C", "C", "C", "O", "C", "C", "C", "O", "H", "H", "H", "H"], "xyz": [[3.608, -0.606, -0.319], [4.595, 0.353, 0.490], [4.066, 1.854, 0.688], [2.480, 2.019, 0.595], [2.166, 3.595, 0.576], [0.796, 3.968, 1.331], [0.224, 5.308, 0.675], [-1.263, 5.194, 0.097], [-1.577, 3.807, -0.628], [-0.469, 3.342, -1.496], [-0.343, 2.237, -2.226], [0.875, 2.124, -2.995], [0.664, 0.867, -3.637], [1.791, 0.380, -4.624], [-0.586, 0.308, -3.230], [-1.172, -1.245, -3.816], [-1.684, -2.283, -2.560], [-0.056, -2.118, -4.726], [-2.744, -0.986, -4.962], [-1.263, 1.148, -2.350], [-2.572, 0.778, -1.771], [-2.354, 0.004, -0.353], [-3.401, 0.434, 0.778], [-4.056, -0.928, 1.348], [-4.767, -1.635, 0.352], [-3.008, -1.764, 1.830], [-5.111, -0.661, 2.541], [-5.560, -1.880, 3.042], [-4.436, 0.093, 3.523], [-6.159, 0.083, 1.972], [3.598, -0.345, -1.445], [4.037, -1.661, -0.251], [2.554, -0.653, 0.113], [4.890, -0.077, 1.507], [5.566, 0.421, -0.112], [4.553, 2.525, -0.098], [4.384, 2.193, 1.734], [1.933, 1.559, 1.483], [2.028, 1.594, -0.366], [2.241, 4.055, -0.471], [3.009, 4.091, 1.179], [0.054, 3.113, 1.396], [1.091, 4.213, 2.411], [0.206, 6.092, 1.512], [0.914, 5.755, -0.127], [-1.381, 6.044, -0.668], [-2.037, 5.382, 0.911], [-2.490, 3.993, -1.305], [-1.911, 2.987, 0.095], [0.327, 4.000, -1.573], [2.350, 1.294, -5.008], [1.386, -0.171, -5.543], [2.566, -0.267, -4.078], [-0.865, -2.468, -2.033], [-0.052, -1.801, -5.661], [-3.182, 0.056, -2.403], [-3.265, 1.670, -1.574], [-2.482, -1.129, -0.485], [-1.275, 0.166, -0.040], [-2.792, 0.855, 1.655], [-4.220, 1.139, 0.437], [-0.624, 4.620, 5.667], [-0.977, 4.661, 6.952], [-2.194, 3.972, 7.435], [-2.518, 4.009, 8.604], [-3.000, 3.236, 6.437], [-2.645, 3.198, 5.152], [-1.432, 3.884, 4.671], [-1.105, 3.847, 3.496], [0.262, 5.119, 5.296], [-0.397, 5.194, 7.695], [-3.888, 2.737, 6.806], [-3.221, 2.668, 4.412], [-7.719, -1.415, 8.359], [-7.146, -2.528, 8.819], [-6.508, -3.498, 7.903], [-5.987, -4.513, 8.321], [-6.529, -3.186, 6.457], [-7.102, -2.073, 5.997], [-7.740, -1.103, 6.913], [-8.260, -0.087, 6.493], [-8.191, -0.694, 9.014], [-7.121, -2.771, 9.874], [-6.057, -3.906, 5.801], [-7.127, -1.830, 4.943], [6.587, -2.543, -3.788], [5.996, -1.505, -3.197], [5.242, -0.505, -3.980], [4.702, 0.446, -3.441], [5.167, -0.701, -5.444], [5.758, -1.739, -6.036], [6.513, -2.740, -5.251], [7.050, -3.687, -5.789], [7.143, -3.285, -3.229], [6.040, -1.347, -2.127], [4.610, 0.042, -6.003], [5.714, -1.897, -7.106], [2.467, -6.857, -5.713], [2.823, -5.837, -4.932], [4.240, -5.445, -4.782], [4.566, -4.513, -4.066], [5.248, -6.225, -5.532], [4.892, -7.245, -6.313], [3.474, -7.638, -6.464], [3.148, -8.566, -7.177], [1.434, -7.159, -5.834], [2.098, -5.255, -4.376], [6.280, -5.923, -5.411], [5.616, -7.828, -6.869]], "lowdin_charge": [-0.14, -0.24, -0.21, -0.22, -0.22, -0.22, -0.20, -0.16, -0.17, 0.10, -0.22, 0.19, -0.19, -0.01, -0.13, 0.35, -0.21, -0.23, 0.32, 0.00, -0.11, -0.14, -0.06, -0.32, 0.07, 0.06, -0.36, 0.12, 0.10, 0.11, 0.06, 0.07, 0.06, 0.11, 0.10, 0.12, 0.12, 0.12, 0.08, 0.10, 0.12, 0.09, 0.11, 0.12, 0.11, 0.12, 0.12, 0.13, 0.11, 0.15, 0.11, 0.09, 0.09, 0.09, 0.08, 0.09, 0.13, 0.10, 0.12, 0.13, 0.14, 0.02, 0.03, -0.38, 0.13, 0.04, 0.02, -0.37, 0.07, 0.12, 0.13, 0.13, 0.11, 0.02, 0.02, -0.39, 0.11, 0.03, 0.02, -0.39, 0.10, 0.12, 0.12, 0.12, 0.10, 0.02, 0.03, -0.39, 0.06, 0.02, 0.04, -0.39, 0.10, 0.13, 0.11, 0.12, 0.13, 0.03, 0.02, -0.36, 0.09, 0.03, 0.04, -0.38, 0.12, 0.12, 0.11, 0.11, 0.13], "lumo_ev": -3.59, "total_charge": 1, "homo_energy_ha": -0.4249, "gap_ev": 7.972}